# 1
{"formula": "H4NO2SSi", "method": "ωB97M-V/def2-TZVPD", "fmax_ha_per_bohr": 0.072, "smiles": "N[SiH2]OS[O-]", "homo_lumo_gap_ev": 6.76, "e_homo_ev": -2.9, "charge": -1, "lumo_ev": 3.898, "symbols": ["N", "Si", "O", "S", "O", "H", "H", "H", "H"], "positions_angstrom": [[0.848797, -0.778766, -0.022846], [0.599810, 0.853150, 0.091886], [-0.918890, 1.083805, 0.673920], [-2.238155, 0.121167, 0.107784], [-1.542056, -1.443362, -0.173007], [-0.250691, -1.237563, 0.005192], [1.417975, -1.186738, -0.766045], [1.345655, 1.173081, 1.310776], [0.737552, 1.415227, -1.227661]], "forces_ev_per_angstrom": [[0.1, -2.1, -0.5], [-0.3, -1.2, 1.0], [-1.5, -0.3, -0.1], [1.9, -2.4, -0.5], [-2.3, 2.8, 0.8], [1.3, 0.3, -0.4], [-0.4, 0.2, 0.3], [0.6, 1.4, 0.0], [0.5, 1.2, -0.6]]}

=====

# 2
{"formula": "C34H29LaN5S", "method": "ωB97M-V/def2-TZVPD", "fmax_ha_per_bohr": 0.035, "homo_lumo_gap_ev": 7.12, "e_homo_ev": -4.5, "charge": -1, "lumo_ev": 2.571, "symbols": ["La", "C", "C", "N", "N", "C", "N", "S", "C", "C", "C", "C", "C", "N", "H", "H", "H", "H", "H", "H", "H", "H", "H", "C", "C", "C", "C", "C", "H", "H", "H", "H", "H", "C", "C", "C", "C", "N", "C", "C", "C", "C", "C", "C", "C", "H", "H", "H", "H", "H", "H", "H", "H", "C", "C", "C", "C", "C", "C", "C", "C", "C", "C", "H", "H", "H", "H", "H", "H", "H"], "positions_angstrom": [[-0.140700, 0.330600, -0.287300], [-4.537300, -1.015100, 1.360300], [-3.042300, -1.110200, 1.195000], [-2.232400, -0.172100, 1.586000], [-2.765900, 0.803700, 2.330600], [-2.193600, 1.968100, 2.484200], [-2.647200, 2.680000, 3.570500], [-1.057200, 2.737700, 1.490700], [-2.483600, -2.333200, 0.645500], [-3.217100, -3.148800, -0.228200], [-2.714000, -4.381800, -0.580900], [-1.500100, -4.789300, -0.049100], [-0.816400, -3.895000, 0.757900], [-1.270500, -2.701000, 1.084100], [-4.758500, -0.128300, 1.948700], [-4.927800, -1.896700, 1.866500], [-5.023900, -0.921300, 0.390200], [-3.482200, 2.317600, 4.003500], [-2.571600, 3.681900, 3.504900], [-4.153600, -2.805500, -0.633900], [-3.254200, -5.022200, -1.263100], [-1.084700, -5.761500, -0.264200], [0.150600, -4.157300, 1.174400], [3.420400, 0.445000, 0.776100], [3.709900, 0.563000, -0.588200], [2.855200, 1.504500, -1.142800], [1.989300, 1.972500, -0.127300], [2.351100, 1.288200, 1.073900], [3.963300, -0.171200, 1.479600], [4.450000, -0.012800, -1.123700], [2.876700, 1.859800, -2.164900], [1.434000, 2.908900, -0.172100], [1.977700, 1.518800, 2.067000], [3.161900, -3.437000, 0.753400], [3.126200, -4.206800, -0.399700], [2.166500, -3.934100, -1.354600], [1.243100, -2.896700, -1.150800], [1.350300, -2.109600, -0.067500], [2.265000, -2.382100, 0.850100], [0.093000, -2.665200, -2.042400], [-0.218000, -3.604000, -3.033200], [-1.323100, -3.450500, -3.841900], [-2.154700, -2.359500, -3.652300], [-1.853000, -1.435000, -2.668300], [-0.727200, -1.530200, -1.833700], [3.862200, -3.638400, 1.552200], [3.832100, -5.016200, -0.548300], [2.138000, -4.529300, -2.254100], [2.268200, -1.739300, 1.721000], [0.399200, -4.476500, -3.189900], [-1.544100, -4.179600, -4.611000], [-3.029400, -2.230300, -4.279400], [-2.533800, -0.596000, -2.546300], [-5.196500, 3.056200, -2.262500], [-4.727800, 2.240900, -1.221700], [-3.427700, 1.820700, -1.211600], [-2.505300, 2.206900, -2.212100], [-1.130900, 1.803300, -2.137000], [-0.333300, 2.237300, -3.184600], [-0.811100, 3.003400, -4.261400], [-2.120600, 3.386600, -4.314200], [-3.001000, 3.011900, -3.280100], [-4.353400, 3.415100, -3.275700], [-6.227000, 3.387900, -2.260600], [-5.402900, 1.949200, -0.427700], [-3.083100, 1.169600, -0.415500], [0.722600, 1.985800, -3.208800], [-0.129400, 3.294500, -5.053500], [-2.498400, 3.983400, -5.135200], [-4.709700, 4.022900, -4.099300]], "forces_ev_per_angstrom": [[0.4, 0.3, 1.7], [0.3, 0.1, 0.2], [-0.3, 1.1, 0.3], [0.4, -0.1, -0.8], [-1.0, -0.2, 1.0], [0.0, 0.0, -0.3], [-0.2, 0.1, 0.1], [0.6, -0.2, -0.4], [0.5, -1.0, -0.3], [0.1, 0.2, 0.3], [0.1, -0.1, 0.0], [-0.1, 0.1, 0.1], [0.1, -0.4, 0.0], [-0.5, 0.4, 0.4], [-0.1, 0.0, 0.0], [-0.1, -0.1, 0.0], [0.0, 0.0, -0.1], [0.0, 0.0, 0.0], [0.0, -0.1, 0.0], [-0.2, 0.1, 0.0], [-0.1, 0.0, -0.1], [0.1, -0.1, -0.1], [0.0, -0.1, -0.1], [0.1, -0.2, 0.1], [0.4, -0.5, -0.1], [-0.5, 0.3, -0.3], [0.6, 0.6, 0.2], [-0.1, 0.6, 0.2], [-0.1, -0.1, 0.0], [0.1, 0.0, 0.0], [0.0, 0.0, 0.0], [-0.2, -0.3, 0.0], [-0.1, 0.0, -0.1], [-0.1, 0.0, 0.0], [-0.1, 0.1, 0.1], [0.0, 0.0, 0.0], [0.5, -0.2, 0.1], [-0.1, 0.3, -0.5], [0.2, -0.2, 0.3], [-0.6, 0.3, -0.4], [0.2, -0.1, 0.0], [-0.1, -0.1, -0.1], [-0.2, 0.1, -0.1], [0.0, 0.0, 0.0], [0.0, -0.9, -0.8], [0.0, 0.1, 0.0], [0.0, 0.0, 0.0], [-0.1, 0.0, 0.0], [0.0, 0.0, -0.1], [0.1, -0.1, 0.0], [0.0, -0.1, 0.0], [0.0, 0.0, 0.0], [0.0, 0.1, 0.0], [-0.1, 0.1, -0.2], [0.0, -0.2, 0.2], [-0.1, -0.1, 0.1], [0.1, 0.2, -0.3], [0.0, 0.2, -0.5], [-0.1, -0.2, 0.4], [-0.1, 0.2, -0.3], [0.2, 0.1, -0.1], [0.1, -0.2, 0.3], [-0.2, 0.1, 0.0], [0.0, 0.0, 0.0], [0.0, 0.0, 0.1], [0.0, 0.1, 0.1], [0.1, -0.1, 0.1], [0.0, 0.0, 0.0], [0.0, 0.0, -0.1], [0.0, 0.1, 0.0]]}

=====

# 3
{"formula": "C26H22O2S", "method": "ωB97M-V/def2-TZVPD", "fmax_ha_per_bohr": 0.040, "smiles": "COc1ccc([C@@H](Sc2ccc3ccccc3c2)c2ccc3c(c2)CCO3)cc1", "homo_lumo_gap_ev": 7.87, "e_homo_ev": -7.8, "lumo_ev": 0.057, "symbols": ["C", "O", "C", "C", "C", "C", "C", "S", "C", "C", "C", "C", "C", "C", "C", "C", "C", "C", "C", "C", "C", "C", "C", "C", "C", "C", "O", "C", "C", "H", "H", "H", "H", "H", "H", "H", "H", "H", "H", "H", "H", "H", "H", "H", "H", "H", "H", "H", "H", "H", "H"], "positions_angstrom": [[5.365062, 2.069019, 2.523090], [5.071417, 0.646976, 2.612440], [3.792232, 0.206642, 2.526632], [3.571965, -1.155558, 2.827968], [2.289497, -1.631307, 2.956529], [1.176783, -0.834704, 2.718184], [-0.196521, -1.465011, 2.893389], [-0.142198, -2.641826, 4.443849], [-0.200344, -4.389145, 4.280518], [-1.468685, -5.021089, 4.433922], [-1.618055, -6.376808, 4.199729], [-0.516887, -7.164572, 3.758136], [-0.688363, -8.459564, 3.230689], [0.395288, -9.189989, 2.759755], [1.704901, -8.669806, 2.886366], [1.906232, -7.410128, 3.437308], [0.808409, -6.582914, 3.787744], [0.935195, -5.207590, 4.112539], [-1.410262, -0.528318, 2.997285], [-1.396795, 0.856851, 3.294483], [-2.525821, 1.647052, 3.132667], [-3.736267, 1.024979, 2.813258], [-3.798124, -0.375994, 2.632572], [-2.639131, -1.131372, 2.736529], [-5.211529, -0.744878, 2.351830], [-5.945112, 0.600393, 2.383961], [-4.937659, 1.647295, 2.645325], [1.402304, 0.461580, 2.245137], [2.683805, 1.003748, 2.164701], [6.449305, 2.118689, 2.689500], [5.113702, 2.455097, 1.525398], [4.837001, 2.640251, 3.301214], [4.423443, -1.805990, 3.012982], [2.163603, -2.667422, 3.266892], [-0.388650, -2.195781, 2.058210], [-2.302250, -4.383417, 4.727757], [-2.583942, -6.866886, 4.339340], [-1.701188, -8.866987, 3.170044], [0.239829, -10.174288, 2.313417], [2.551473, -9.269900, 2.539446], [2.915700, -7.027729, 3.571399], [1.922528, -4.756399, 4.209517], [-0.492838, 1.341129, 3.658923], [-2.509986, 2.730695, 3.240564], [-2.680629, -2.221932, 2.622817], [-5.323549, -1.224219, 1.376414], [-5.610579, -1.429580, 3.107651], [-6.693417, 0.651267, 3.185863], [-6.429637, 0.851029, 1.431807], [0.571059, 1.096353, 1.957535], [2.824761, 2.043811, 1.857497]], "forces_ev_per_angstrom": [[-0.1, -1.0, 0.0], [0.3, 0.8, -0.1], [-0.9, 0.1, -0.1], [0.5, 0.8, 0.0], [0.4, -0.3, -0.1], [-0.3, 0.0, -0.2], [-0.2, -1.1, -0.5], [-0.1, 1.6, 1.3], [0.6, -1.5, -0.9], [0.0, -0.6, -0.4], [0.1, 0.6, 0.1], [0.6, 0.8, 0.0], [0.4, -0.7, -0.3], [-0.5, 0.4, 0.3], [0.1, 0.5, 0.3], [0.0, -0.6, -0.4], [-1.0, -0.4, 0.3], [-0.9, 1.0, 0.0], [0.3, 0.0, 0.3], [0.4, -0.7, -0.1], [-1.1, 0.1, 0.0], [0.5, -1.0, -0.2], [0.8, 1.1, 0.5], [-0.6, -0.1, -0.3], [-0.5, -0.5, -0.1], [0.1, 0.7, 0.1], [-0.1, -0.6, 0.0], [-0.1, -0.1, 0.1], [0.9, -0.4, 0.3], [-0.4, 0.1, -0.1], [0.1, -0.1, 0.3], [0.1, -0.2, -0.2], [-0.1, 0.2, 0.0], [-0.1, 0.3, -0.1], [0.1, 0.8, 0.7], [0.1, -0.3, -0.1], [0.2, 0.2, -0.2], [0.3, 0.1, 0.0], [0.0, 0.3, 0.1], [-0.3, 0.3, 0.2], [-0.1, 0.0, -0.2], [-0.2, -0.1, -0.3], [-0.2, -0.2, -0.2], [0.1, -0.3, 0.2], [0.0, 0.4, -0.1], [0.0, 0.0, 0.1], [0.0, 0.0, -0.1], [0.2, 0.1, -0.2], [0.2, 0.0, 0.3], [0.2, -0.2, 0.0], [-0.1, -0.4, 0.1]]}